No. 1
Entry from the Open Molecules 2025 dataset: a single C5H11NOS molecule in a non-equilibrium geometry (ωB97M-V with the def2-TZVPD basis set).

Last column: Löwdin charge in e.
Geometry (Å):
C  -2.81  1.31  0.16  -0.0549
C  -2.38  0.51  -0.79  -0.2136
C  3.02  -0.14  -0.08  -0.0966
C  1.60  -0.76  0.11  -0.3060
C  0.47  0.13  -0.33  -0.3484
N  -1.20  -0.70  1.52  -0.2027
O  -1.12  -1.76  -0.81  -0.3491
S  -1.12  -0.58  -0.05  0.6194
H  -3.71  1.92  0.13  0.0606
H  -2.16  1.61  1.05  0.0915
H  -2.85  0.18  -1.74  0.1055
H  3.35  -0.30  -1.04  0.0364
H  3.00  1.06  0.00  0.1231
H  3.66  -0.45  0.60  0.0045
H  1.33  -0.86  1.22  0.1151
H  1.74  -1.78  -0.46  0.1487
H  0.65  1.21  0.07  0.1353
H  0.62  0.19  -1.50  0.1433
H  -2.10  -0.77  1.94  -0.0120

HOMO level = -9.286 eV
HOMO-LUMO gap = 9.9095 eV
energy = -19732.0521 eV


No. 2
Entry from the Open Molecules 2025 dataset: C23H29DyF5NO3P2 as an isolated structure in a non-equilibrium geometry (ωB97M-V with the def2-TZVPD basis set).

Last column: Löwdin charge in e.
Geometry (Å):
C  -0.85  3.87  -1.71  -0.0423
C  -1.03  2.57  -1.18  -0.3684
N  -0.09  2.09  -0.26  -0.0748
C  0.88  2.91  0.20  -0.3584
C  0.95  4.24  -0.18  -0.0714
C  0.10  4.72  -1.17  -0.0623
C  -2.10  1.76  -1.61  -0.3184
P  -2.63  0.17  -1.00  0.7211
Dy  -0.19  -0.18  0.34  1.2763
P  2.46  0.69  1.13  0.7401
C  1.83  2.41  1.27  -0.2805
C  -0.12  -2.65  0.24  -0.3364
C  -1.20  -3.29  0.84  -0.1745
C  -1.15  -4.70  1.01  -0.0979
C  -0.03  -5.41  0.58  -0.1098
C  1.03  -4.74  -0.05  -0.1033
C  0.96  -3.34  -0.26  -0.1892
O  -0.83  2.02  -5.53  -0.0734
O  0.12  -3.12  -4.48  -0.0759
H  -1.48  4.17  -2.55  0.1116
H  1.69  4.85  0.34  0.1023
H  0.18  5.76  -1.49  0.1087
C  -4.07  0.58  0.05  -0.2670
C  -3.29  -0.82  -2.40  -0.2648
H  2.75  3.02  1.27  0.0912
H  1.32  2.48  2.25  0.1030
H  -1.35  1.30  -5.14  0.0200
H  -2.69  2.20  -2.41  0.0538
C  2.98  0.26  2.79  -0.2541
C  3.98  0.85  0.17  -0.2633
H  -2.09  -2.74  1.16  0.0797
H  -2.00  -5.21  1.49  0.0964
H  0.02  -6.49  0.74  0.0983
H  1.92  -5.29  -0.39  0.0953
H  1.76  -2.83  -0.81  0.0583
H  1.59  0.07  -0.91  0.0133
H  -0.56  -2.99  -3.78  0.0402
H  0.83  -2.51  -4.21  0.0294
H  0.09  1.69  -5.49  0.0472
H  1.92  -0.60  -0.66  0.0282
H  -4.86  0.99  -0.60  0.0460
H  -4.44  -0.32  0.56  0.0384
H  -3.76  1.31  0.81  0.0430
H  -4.13  -0.31  -2.90  0.0483
H  -2.48  -1.02  -3.12  0.0282
H  -3.63  -1.78  -1.98  0.0427
H  4.73  1.36  0.78  0.0540
H  4.34  -0.15  -0.10  0.0528
H  3.79  1.39  -0.76  0.0570
H  3.89  0.84  3.01  0.0488
H  2.19  0.49  3.51  0.0471
H  3.20  -0.82  2.82  0.0582
F  -1.61  0.50  7.69  0.1189
C  -1.45  0.46  6.36  -0.1476
C  -1.91  1.47  5.53  -0.1334
F  -2.53  2.51  6.11  0.1106
C  -1.71  1.39  4.16  -0.1210
F  -2.15  2.42  3.39  0.0938
C  -1.05  0.30  3.55  -0.2593
O  -0.81  0.17  2.27  -0.2878
C  -0.59  -0.68  4.44  -0.1377
F  0.11  -1.71  3.91  0.0938
C  -0.79  -0.61  5.80  -0.1428
F  -0.35  -1.59  6.61  0.1198

⟨S²⟩ = 9.3330
HOMO level (alpha / beta) = -6.853 / -6.857 eV
2S+1 = 6
HOMO-LUMO gap (alpha / beta) = 6.6379 / 6.6674 eV
energy = -88199.9586 eV


No. 3
Entry from the Open Molecules 2025 dataset: a 2-piece molecular cluster, C11H17N4 overall in a non-equilibrium geometry (ωB97M-V with the def2-TZVPD basis set).

Last column: Löwdin charge in e.
Geometry (Å):
C  -2.36  -0.10  -2.37  -0.0620
C  -2.84  1.26  -2.33  -0.0115
C  -1.20  -0.57  -1.76  -0.0685
C  -2.11  2.20  -1.54  0.0163
C  -0.62  0.27  -0.84  -0.1015
C  -1.07  1.64  -0.75  -0.2058
C  1.85  -1.60  -0.76  -0.0890
C  0.94  2.11  0.50  -0.1650
C  0.41  -2.33  1.56  -0.0219
C  0.24  -0.16  0.36  -0.2081
C  1.04  0.76  2.53  -0.0132
N  -0.42  2.48  0.11  0.0267
N  -0.28  -1.33  0.92  0.0363
N  0.85  0.81  1.08  -0.1321
N  1.82  -2.69  0.04  -0.0166
H  -2.79  -0.87  -2.93  0.0844
H  -3.74  1.50  -2.79  0.0824
H  -0.87  -1.56  -2.04  0.1115
H  -2.50  3.14  -1.20  0.1070
H  1.38  -1.60  -1.75  0.0746
H  2.55  -0.74  -0.66  0.0948
H  1.75  2.22  -0.30  0.1603
H  1.13  2.87  1.29  0.1351
H  1.01  -2.11  2.40  0.0573
H  -0.20  -3.30  1.61  0.1288
H  2.05  1.34  2.70  0.1331
H  0.19  1.28  3.02  0.1094
H  1.26  -0.29  2.84  0.0741
H  -0.70  3.51  0.25  0.1891
H  -0.93  -1.76  0.31  0.1217
H  1.62  -3.69  -0.33  0.1908
H  2.54  -2.68  0.84  0.1616

net charge = +1
HOMO level = -10.458 eV
HOMO-LUMO gap = 7.6934 eV
energy = -17632.8433 eV


No. 4
Entry from the Open Molecules 2025 dataset: a 2-piece molecular cluster, C2H2ClOP overall in a non-equilibrium geometry (ωB97M-V with the def2-TZVPD basis set).

Last column: Löwdin charge in e.
Geometry (Å):
C  0.89  -0.59  -0.27  -0.2319
C  1.29  -0.24  0.91  0.0081
O  0.56  -0.84  -1.42  0.0773
P  -2.74  1.24  -1.99  0.1023
Cl  -2.97  0.78  -0.11  -0.0704
H  0.64  0.04  1.68  0.0385
H  2.33  -0.39  1.21  0.0762

HOMO level (alpha / beta) = -8.236 / -8.239 eV
HOMO-LUMO gap (alpha / beta) = 7.0387 / 7.0305 eV
energy = -25962.0255 eV


No. 5
Entry from the Open Molecules 2025 dataset: a 2-piece molecular cluster, C16H17NO overall in a non-equilibrium geometry (ωB97M-V with the def2-TZVPD basis set).

Last column: Löwdin charge in e.
Geometry (Å):
C  1.22  -2.44  1.01  -0.0777
C  -1.27  -0.17  2.58  -0.2617
C  -0.03  -0.36  1.90  -0.1881
C  0.00  -1.74  1.56  -0.3030
C  -1.16  -2.35  2.01  -0.1343
C  -1.60  1.04  3.17  -0.1156
C  -0.61  2.05  3.33  -0.1882
C  0.59  1.88  2.63  -0.1944
C  0.88  0.75  1.88  -0.1283
N  -1.88  -1.40  2.76  0.0441
H  -2.58  1.19  3.60  0.0591
H  -0.85  3.05  3.65  0.0557
H  -2.58  -1.60  3.43  0.1195
H  1.31  2.69  2.76  0.0737
H  -1.49  -3.33  1.75  0.0585
H  1.80  0.68  1.32  0.0721
H  1.10  -3.53  1.15  0.0630
H  2.10  -2.28  1.62  0.0645
H  1.44  -2.11  0.01  0.0445
C  1.23  2.63  -1.90  -0.0550
C  -0.23  -0.02  -4.16  -0.0288
C  -0.28  -1.09  -3.27  -0.3205
C  0.12  1.21  -3.65  -0.0673
C  0.46  1.40  -2.31  -0.2771
C  -0.23  -0.89  -1.90  -0.0116
C  0.17  0.36  -1.43  -0.0145
O  -0.65  -2.31  -3.78  0.0181
H  -0.48  -0.19  -5.19  0.1023
H  0.17  2.08  -4.29  0.0973
H  -0.40  -1.69  -1.19  0.0983
H  -0.63  -3.03  -3.15  0.0896
H  2.15  2.38  -1.39  0.0753
H  0.63  3.34  -1.34  0.0795
H  0.10  0.59  -0.37  0.0914
H  1.50  3.20  -2.79  0.0597

net charge = -1
⟨S²⟩ = 0.7727
HOMO level (alpha / beta) = 0.311 / -3.125 eV
2S+1 = 2
HOMO-LUMO gap (alpha / beta) = 2.7460 / 6.0894 eV
energy = -20404.0604 eV


No. 6
Entry from the Open Molecules 2025 dataset: an isolated ion of composition C5H12I2N and charge +1 in a non-equilibrium geometry (ωB97M-V with the def2-TZVPD basis set).

Last column: Löwdin charge in e.
Geometry (Å):
C  -1.30  2.24  0.96  -0.1109
C  -0.28  -1.85  -0.14  -0.1469
C  -0.95  0.77  0.99  -0.3020
C  0.09  0.66  -0.08  -0.5502
C  0.90  -0.88  -0.10  -0.9252
N  1.72  -1.12  -1.31  0.0676
I  -0.81  0.93  -2.14  0.9343
I  2.19  -1.06  1.61  0.9843
H  -0.50  2.82  1.27  0.0791
H  -2.18  2.38  1.46  0.0741
H  -1.39  2.61  0.02  -0.0060
H  -0.07  -2.91  0.32  0.1382
H  -1.12  -1.55  0.41  0.0604
H  -0.60  -1.86  -1.09  0.0065
H  -1.93  0.39  0.87  0.1123
H  -0.50  0.55  1.89  0.0795
H  0.96  1.24  -0.03  0.0467
H  2.59  -0.55  -1.26  0.1394
H  1.32  -0.58  -2.18  0.0932
H  1.86  -2.21  -1.45  0.2255

net charge = +1
HOMO level = -13.529 eV
HOMO-LUMO gap = 9.6507 eV
energy = -23062.3003 eV


> Which value of energy does entry 5 give?

-20404.0604 eV